(1)
26
Properties=species:S:1:pos:R:3 method="wB97M-V/def2-TZVPD" homo_lumo_gap_ev="2.80 / 6.78" max_force_ev_per_a=1.91 total_charge=-1 de_lowest_kcal_mol=12.71 multiplicity=2
H -3.289 -0.378 2.065
H 1.470 1.201 -2.978
C 2.036 2.132 -2.873
H 2.090 2.618 -3.844
H 1.831 3.802 -1.446
C -1.524 -1.441 1.414
H -0.907 1.599 -0.918
H 0.780 -0.136 -0.741
H 1.468 2.390 -0.804
C 0.842 -2.209 1.088
H 2.948 -1.982 1.709
C -2.584 -0.486 1.247
H 0.268 3.037 -1.995
C -2.368 0.591 0.323
C -0.135 -0.225 -0.165
H -3.188 1.283 0.140
H 2.589 -1.286 0.170
C -1.173 0.730 -0.337
C 1.308 2.884 -1.762
H -1.650 -2.150 2.223
H 0.635 -2.722 2.028
H 0.981 -3.068 0.410
H 2.046 -0.518 1.719
C -0.319 -1.288 0.776
C 2.161 -1.445 1.158
H 3.041 1.876 -2.571

(2)
26
Properties=species:S:1:pos:R:3 method="wB97M-V/def2-TZVPD" homo_lumo_gap_ev=10.06 smiles=Cc1ccccc1.CCC max_force_ev_per_a=3.95 total_charge=0 de_lowest_kcal_mol=27.64
C -0.623 -1.030 -3.163
C -1.178 -0.582 -1.815
H -2.220 1.165 -2.701
C 0.818 0.416 1.960
H 2.682 1.723 0.770
H 0.446 -1.283 -3.137
C -0.996 -1.232 -0.614
H -1.140 -1.900 -3.521
H -3.268 1.791 -0.695
C -1.564 -0.858 0.560
H 4.023 0.484 0.810
H 0.892 1.455 2.366
H -0.321 -2.105 -0.724
C 3.242 1.019 1.387
H 0.229 -0.071 2.757
H -1.437 -1.461 1.427
H 0.187 0.520 1.079
C -2.404 0.281 0.606
C -2.588 0.930 -0.610
H -0.639 -0.246 -3.909
C -1.991 0.558 -1.822
H 3.599 1.461 2.316
H 2.289 -0.958 0.875
H 2.699 -0.601 2.588
H -2.968 0.626 1.430
C 2.228 -0.106 1.776

(3)
26
Properties=species:S:1:pos:R:3 method="wB97M-V/def2-TZVPD" homo_lumo_gap_ev=9.99 smiles=Cc1ccccc1.CCC max_force_ev_per_a=4.44 total_charge=0 de_lowest_kcal_mol=42.29
H -1.845 0.200 3.133
H -0.070 1.059 -2.445
H -2.059 2.934 0.431
H 2.044 -0.815 1.678
C 1.796 -1.227 0.713
C 0.999 0.658 -2.509
H 0.899 -2.018 -3.070
H 1.660 -3.402 0.959
H -0.481 0.918 3.285
C 1.143 -2.818 -0.977
H -2.531 1.585 -0.473
C 1.557 -0.200 -0.292
C 1.037 -1.855 -2.018
H -1.980 1.902 3.144
C 1.155 -0.474 -1.594
H -0.430 1.303 0.673
C 1.551 -2.541 0.271
H 1.549 0.883 0.017
C -2.397 1.892 0.462
H 1.159 0.344 -3.598
C -1.320 1.061 1.217
H -1.427 0.053 0.965
H 1.051 -3.933 -1.128
C -1.355 1.102 2.757
H -3.361 1.891 0.873
H 1.655 1.498 -2.475

(4)
26
Properties=species:S:1:pos:R:3 method="wB97M-V/def2-TZVPD" homo_lumo_gap_ev=10.02 smiles=Cc1ccccc1.CCC max_force_ev_per_a=2.02 total_charge=0 de_lowest_kcal_mol=12.58
H -1.718 -3.101 -2.767
H -1.847 -1.204 -1.176
H 0.332 3.258 4.203
H 1.416 0.213 -0.572
C -0.337 -2.252 -4.160
H 0.736 1.828 5.079
H 2.458 2.611 2.677
C 1.049 0.653 0.350
H -0.700 -0.302 -2.136
H -0.763 -0.415 0.485
C -0.288 0.615 2.336
C 0.543 1.546 2.924
H -0.958 -1.740 -4.902
H -0.910 2.115 4.457
H 0.622 -1.739 -4.225
C -0.062 0.216 1.002
C -1.501 -1.051 -2.193
H -0.280 -3.289 -4.487
C 1.951 1.548 0.952
C -0.937 -2.330 -2.753
H -0.178 -2.733 -2.074
H -1.154 0.250 2.873
H 2.900 1.772 0.485
C 0.148 2.179 4.227
C 1.715 1.943 2.256
H -2.235 -0.594 -2.858

(5)
26
Properties=species:S:1:pos:R:3 method="wB97M-V/def2-TZVPD" homo_lumo_gap_ev=9.98 smiles=Cc1ccccc1.CCC max_force_ev_per_a=2.61 total_charge=0 de_lowest_kcal_mol=33.13
C -1.567 1.698 0.425
H 0.042 -2.995 0.993
H -3.264 0.742 -2.386
C 0.888 0.285 1.606
H -1.916 -0.195 -0.551
C -2.506 0.650 -0.194
H 2.285 1.361 0.561
H -2.781 2.264 -1.846
H 2.047 -0.912 -2.599
C 1.706 -0.463 -0.537
C 1.097 -1.693 -0.341
C 0.295 -0.964 1.777
H -0.609 1.587 -0.056
H -3.249 0.330 0.513
H -4.143 1.548 -1.115
H -1.970 2.714 0.372
H 2.648 0.753 -2.094
C 1.669 0.479 0.470
H 0.862 -2.441 -1.103
H 0.803 1.090 2.323
C 2.466 -0.300 -1.815
H -1.569 1.562 1.541
H -0.304 -1.089 2.679
H 3.551 -0.434 -1.738
C -3.142 1.314 -1.456
C 0.374 -1.981 0.841

(6)
26
Properties=species:S:1:pos:R:3 method="wB97M-V/def2-TZVPD" homo_lumo_gap_ev=9.89 smiles=Cc1ccccc1.CCC max_force_ev_per_a=4.01 total_charge=0 de_lowest_kcal_mol=35.34
H -0.817 -0.590 -2.515
H -1.943 -2.144 2.188
C -0.439 1.319 -1.630
H 3.022 0.177 -0.702
C -0.233 -0.020 -1.789
H -2.393 -0.728 0.541
C 1.383 -1.882 -1.824
H -0.300 0.164 3.359
H 0.140 3.245 -0.853
H -3.654 -0.139 1.706
H -1.326 1.662 -2.184
C 0.358 2.174 -0.862
H 0.380 -1.347 2.588
H -0.537 -1.394 4.098
C -2.481 -0.182 1.539
H -2.180 0.827 1.500
H -2.497 -1.138 3.489
H 0.711 -2.479 -2.427
H 2.417 -1.899 -2.270
H 2.228 2.303 0.159
C 1.553 1.679 -0.371
C 1.955 0.378 -0.749
H 1.422 -2.660 -1.078
C 1.046 -0.489 -1.372
C -0.445 -0.889 3.147
C -1.883 -1.118 2.592

(7)
26
Properties=species:S:1:pos:R:3 method="wB97M-V/def2-TZVPD" homo_lumo_gap_ev=9.89 smiles=Cc1ccccc1.CCC max_force_ev_per_a=8.29 total_charge=0 de_lowest_kcal_mol=58.29
C -0.845 -1.876 -0.368
H 2.590 1.373 -0.500
H -0.014 0.791 2.240
C 0.283 -1.345 -0.991
C 0.873 1.129 1.912
H 1.134 -1.805 -0.863
C 0.758 2.020 0.579
H -3.361 0.014 -1.670
C 2.246 2.279 0.083
C -2.235 -1.444 -0.444
H -2.896 -2.015 0.177
H -1.019 -3.830 0.408
H 0.809 0.356 -2.246
H -1.145 -2.679 1.646
H 0.230 3.008 0.828
H 0.178 1.507 -0.147
C -0.038 -0.192 -1.790
H 1.389 0.201 1.762
H 1.311 1.867 2.687
H -1.575 1.225 -2.432
C -2.508 -0.400 -1.319
C -0.664 -2.963 0.714
C -1.345 0.262 -1.916
H 2.459 3.327 -0.302
H 2.958 2.284 0.861
H 0.429 -3.092 1.091

(8)
26
Properties=species:S:1:pos:R:3 method="wB97M-V/def2-TZVPD" homo_lumo_gap_ev=10.05 smiles=CCc1ccccc1.CC max_force_ev_per_a=1.67 total_charge=0 de_lowest_kcal_mol=14.61
C 0.330 -2.568 2.137
H -1.991 2.658 0.019
H 0.488 -1.676 -2.796
H 1.937 -0.232 0.324
H -0.072 0.876 -1.309
C 0.186 3.047 -0.214
C -1.076 2.753 0.610
C 1.340 -1.731 1.692
C -0.896 -2.605 1.491
C 1.129 -0.899 0.602
C -0.085 -0.969 -0.068
H -0.899 1.938 1.301
C -1.131 -1.705 0.450
H 0.564 0.007 -3.356
C 0.687 -0.645 -2.492
H -1.329 3.650 1.184
H 1.722 -0.704 -2.141
H -1.250 -0.281 -1.749
H 0.787 3.822 0.252
H -1.747 -3.147 1.895
H -2.049 -1.777 -0.115
H 0.488 -3.328 2.899
C -0.234 -0.204 -1.347
H 0.002 3.274 -1.261
H 2.271 -1.725 2.248
H 0.829 2.168 -0.258

(9)
26
Properties=species:S:1:pos:R:3 method="wB97M-V/def2-TZVPD" homo_lumo_gap_ev=10.04 smiles=Cc1ccccc1.CCC max_force_ev_per_a=2.88 total_charge=0 de_lowest_kcal_mol=17.96
H 1.108 2.195 1.898
C -1.553 -1.284 -0.564
C 1.344 2.693 0.957
H -2.339 0.401 1.259
H 2.341 1.615 -1.412
H -1.357 -0.109 2.630
H 0.965 3.709 1.033
C -1.140 -1.238 0.738
H 0.610 -1.755 1.912
H -1.575 -2.333 -2.462
H 2.431 2.654 0.908
H -2.534 -0.863 -0.811
H -2.698 -1.100 2.184
C 0.083 -1.910 0.985
H 0.592 -3.353 -2.074
C -1.017 -2.076 -1.574
C 0.617 1.909 -0.139
H 1.804 -2.844 0.075
H 0.797 1.223 -2.209
C 0.188 -2.704 -1.305
C 1.292 1.897 -1.509
H 1.277 2.885 -1.975
C 0.784 -2.519 -0.062
H -0.326 2.415 -0.436
H 0.216 0.956 0.190
C -1.912 -0.465 1.762

(10)
26
Properties=species:S:1:pos:R:3 method="wB97M-V/def2-TZVPD" homo_lumo_gap_ev=9.68 smiles=CCc1ccccc1.CC max_force_ev_per_a=3.87 total_charge=0 de_lowest_kcal_mol=52.92
C -0.771 -1.553 -2.316
H 3.112 0.473 1.891
H 2.436 -0.490 -2.410
H -2.165 -1.502 -0.525
C 1.334 -1.156 -0.523
H -1.975 2.154 0.035
H -0.014 -1.374 1.068
C 0.024 -1.429 -0.041
H 3.246 -1.573 -0.103
C 1.542 -0.851 -1.904
C 2.425 -1.142 0.384
H -3.419 2.727 0.434
H -3.184 0.854 0.690
H -1.930 3.211 2.507
C 0.498 -1.221 -2.797
H 2.266 -1.814 1.304
H 1.583 0.824 0.833
H -2.883 1.596 2.958
H -1.351 -2.056 -3.014
C -2.703 1.931 0.826
H 0.568 -1.050 -3.909
C -2.165 2.140 2.217
H 3.146 0.904 0.076
C -1.049 -1.491 -0.918
H -1.211 1.599 2.407
C 2.643 0.288 0.831

(11)
26
Properties=species:S:1:pos:R:3 method="wB97M-V/def2-TZVPD" homo_lumo_gap_ev=10.03 smiles=CCc1ccccc1.CC max_force_ev_per_a=2.05 total_charge=0 de_lowest_kcal_mol=17.13
H 2.626 -0.115 2.120
H -0.834 1.715 0.513
H 0.923 1.324 -3.385
C -2.467 -1.619 -0.087
C 0.031 1.648 -1.491
C 0.861 0.965 -2.367
C 1.668 -0.036 -1.851
C -3.236 -0.465 0.561
H -4.320 -0.583 0.477
C -0.087 1.298 -0.150
H 1.838 -1.543 2.886
H -0.746 2.329 -1.834
C 1.742 -0.490 2.631
H -0.054 -1.237 1.815
H 2.120 -0.783 -2.490
H -2.989 -2.115 -0.903
H 1.571 0.068 3.550
H 2.169 -1.214 -0.178
H -0.162 0.392 2.338
C 0.456 -0.270 1.742
H -1.565 -1.262 -0.578
H -3.033 0.458 0.021
C 0.654 0.230 0.363
H -2.984 -0.328 1.608
H -2.293 -2.352 0.708
C 1.555 -0.378 -0.505

(12)
26
Properties=species:S:1:pos:R:3 method="wB97M-V/def2-TZVPD" homo_lumo_gap_ev=9.98 smiles=CCc1ccccc1.CC max_force_ev_per_a=2.73 total_charge=0 de_lowest_kcal_mol=24.94
C -2.269 1.121 -1.436
H -1.102 2.926 -1.311
C -2.215 -0.261 -1.299
C -1.102 1.852 -1.384
C -0.204 0.653 2.976
C 0.129 1.211 -1.200
H -1.141 1.087 3.309
C 2.497 -0.754 -1.702
C 0.149 -0.157 -0.989
H -1.206 -1.977 -0.879
H -3.246 1.522 -1.679
H 3.490 -0.419 -1.412
H 2.562 -1.802 -1.993
H 1.022 1.792 -1.364
H 0.774 -1.015 2.091
H 1.277 -1.786 -0.103
C -0.211 -0.811 2.513
H 0.602 0.784 3.705
H -0.870 -0.805 1.645
H 2.104 -0.146 -2.509
H -3.099 -0.868 -1.146
H -0.387 -1.543 3.295
H 1.763 -0.131 0.277
C -0.997 -0.932 -1.060
C 1.465 -0.807 -0.528
H 0.215 1.264 2.181

(13)
26
Properties=species:S:1:pos:R:3 method="wB97M-V/def2-TZVPD" homo_lumo_gap_ev=9.94 smiles=CCc1ccccc1.CC max_force_ev_per_a=3.06 total_charge=0 de_lowest_kcal_mol=36.85
H 1.324 -0.289 -2.999
H 3.485 1.087 -3.296
H -1.014 -2.202 2.518
C 0.478 0.657 3.090
C -1.087 -1.687 1.564
H 2.561 2.216 -2.048
C -1.546 -0.373 -0.937
H 1.532 0.853 -4.289
C 1.368 0.775 -3.216
H -1.828 0.414 3.429
C -1.450 -1.786 -0.830
H -1.277 -3.503 0.424
H 0.760 -0.261 3.600
C 2.681 1.280 -2.575
H -1.527 0.135 -1.873
H 3.107 0.562 -1.850
H -1.772 -2.370 -1.689
C -1.320 -2.419 0.389
H 0.420 1.372 3.909
C -1.535 0.322 0.269
C -1.021 0.571 2.696
H 1.252 0.741 2.332
C -1.175 -0.324 1.460
H -1.691 1.395 0.206
H 0.500 1.211 -2.726
H -1.221 1.623 2.444

(14)
26
Properties=species:S:1:pos:R:3 method="wB97M-V/def2-TZVPD" homo_lumo_gap_ev="10.19 / 6.41" max_force_ev_per_a=2.32 total_charge=+1 de_lowest_kcal_mol=13.90 multiplicity=2
C -0.146 3.179 -0.021
H -1.248 0.473 -2.009
C -0.347 0.057 -1.565
H 0.519 3.185 0.841
C 1.064 -1.804 -1.224
H 1.499 2.755 -1.338
C -1.649 -1.414 1.256
C -0.101 -1.306 -1.787
C 1.731 0.306 -0.285
H 0.023 -1.278 2.487
H -0.553 -2.905 2.510
C 0.498 2.336 -1.187
C 0.621 0.891 -0.927
C -0.886 -1.878 2.514
H -1.473 -1.681 3.404
H -1.048 -1.277 0.346
H 2.467 0.918 0.214
H -2.522 -2.031 1.058
C 1.939 -1.039 -0.344
H 1.219 -2.879 -1.169
H 0.017 2.547 -2.143
H 2.579 -1.563 0.354
H -0.694 -1.988 -2.374
H -1.063 2.660 0.280
H -2.071 -0.433 1.507
H -0.377 4.170 -0.396

(15)
26
Properties=species:S:1:pos:R:3 method="wB97M-V/def2-TZVPD" homo_lumo_gap_ev="9.30 / 5.73" max_force_ev_per_a=2.82 total_charge=+1 de_lowest_kcal_mol=21.13 multiplicity=2
H 1.858 2.893 -1.152
C 1.180 1.240 -0.098
C 0.696 -1.242 0.530
H -3.252 0.436 0.785
C -3.134 -1.625 0.493
C 3.522 1.825 -0.224
H 1.086 -1.856 1.340
H -3.964 -1.934 1.128
C 1.582 0.000 0.535
H -2.898 0.946 -1.807
H -2.996 -2.342 -0.314
C 3.916 0.675 0.503
H -1.992 -0.523 -1.851
H 0.137 1.510 -0.075
H -1.443 0.768 -0.852
H -0.297 -0.859 0.744
C -3.311 -0.223 -0.090
H 4.964 0.469 0.673
H -4.309 -0.057 -0.493
H 3.205 -1.240 1.168
H 4.255 2.388 -0.790
H -2.355 -1.464 1.233
C -2.355 0.252 -1.164
C 2.956 -0.292 0.721
C 2.163 2.053 -0.541
H 0.785 -1.800 -0.402

(16)
37
Properties=species:S:1:pos:R:3 method="wB97M-V/def2-TZVPD" homo_lumo_gap_ev="6.73 / 4.99" max_force_ev_per_a=0.44 total_charge=-1 de_lowest_kcal_mol=25.06 multiplicity=2
H -2.712 -2.180 -3.166
H 0.175 -2.225 1.834
H -2.481 -4.518 -1.110
Se -3.680 1.471 -0.350
N 0.177 -2.015 -0.236
N 1.709 2.864 0.033
H 1.402 -0.521 -1.009
C 2.918 2.468 0.493
S -0.368 4.540 -0.182
H 3.756 5.145 2.352
C -2.950 -2.041 -2.103
Au -1.323 2.065 -0.111
C 1.948 4.886 1.246
Se -2.453 -0.420 2.745
H -1.160 -3.027 1.014
C -1.616 -3.938 -1.439
C 3.684 3.253 1.315
C -0.098 -2.802 0.947
C 3.184 4.498 1.700
H 2.269 -1.896 -0.248
C 1.169 4.081 0.395
H 1.518 5.835 1.534
Se -4.048 -0.324 1.012
Se -0.688 0.819 2.161
N -1.877 -2.523 -1.250
C 1.398 -1.234 -0.191
O 1.054 2.051 -0.748
H -1.440 -4.168 -2.500
O -0.722 -0.633 -1.815
H 0.474 -3.739 0.953
H -0.748 -4.266 -0.877
C -0.794 -1.644 -1.137
H 3.210 1.491 0.141
H 4.647 2.892 1.648
H -3.118 -0.983 -1.925
H -3.859 -2.596 -1.866
H 1.445 -0.664 0.741

(17)
33
Properties=species:S:1:pos:R:3 method="wB97M-V/def2-TZVPD" homo_lumo_gap_ev="6.60 / 4.58" max_force_ev_per_a=4.93 total_charge=+3 de_lowest_kcal_mol=6.21 multiplicity=5
C 0.294 2.999 1.305
H 3.399 -2.443 -3.150
C 0.941 4.235 1.317
C 2.057 4.443 0.513
P -1.601 -1.654 0.886
Pt -0.413 0.194 0.400
C -3.016 -1.854 -0.234
H -3.038 -0.739 2.601
H -1.295 -4.041 1.021
C -1.321 0.809 -1.090
Cl 0.818 -0.527 2.233
H -1.570 -1.478 3.300
C -0.646 -3.192 0.776
H 2.959 -1.336 -4.495
H -3.674 -0.980 -0.141
C -2.354 -1.595 2.542
C 2.585 -2.053 -3.764
H 0.194 -3.145 1.481
H -0.253 -3.308 -0.242
N 0.705 2.024 0.477
H 2.049 -2.864 -4.257
H 2.132 1.310 -0.872
I 1.215 -1.047 -2.493
H -3.571 -2.760 0.039
C 2.502 3.388 -0.283
H 2.581 5.388 0.488
H -0.560 2.770 1.944
C 1.817 2.165 -0.272
O -1.904 1.157 -2.030
H -2.658 -1.935 -1.268
H -2.920 -2.517 2.724
H 0.547 5.010 1.962
Br 4.001 3.576 -1.420

(18)
31
Properties=species:S:1:pos:R:3 method="wB97M-V/def2-TZVPD" homo_lumo_gap_ev="5.85 / 7.11" max_force_ev_per_a=3.81 total_charge=0 de_lowest_kcal_mol=15.27
C -0.757 0.599 3.595
C -0.834 1.559 -1.320
C -2.261 -0.031 -2.800
H -0.712 0.385 -4.226
H -1.114 0.238 5.773
Pb 2.860 0.183 -0.367
C 0.271 0.983 -1.691
Cl 2.340 1.531 1.709
Cl 1.767 -1.989 0.399
H -0.969 -1.343 -3.941
N -0.468 -0.208 2.557
H -0.859 1.664 3.467
H -2.825 0.826 -0.891
C -0.589 -1.468 4.440
H -2.662 -0.925 -2.300
H 5.361 -1.074 -0.265
N -0.342 -1.452 3.101
H -2.750 1.971 -2.203
H 1.183 -0.581 -2.941
H -0.830 2.421 -0.640
H -0.564 -2.370 5.025
C -0.872 -0.149 4.799
H 1.233 1.522 -1.612
C -2.215 1.117 -1.762
H 0.103 -1.153 -1.686
H -2.982 0.227 -3.590
H -0.014 -2.205 2.493
C 0.241 -0.343 -2.426
C 4.814 -0.160 0.066
H 5.357 0.593 0.686
C -0.910 -0.365 -3.447